Computed, not measured: a structure of composition C68H57GeN3O4PRuS5Si in a non-equilibrium geometry, with the ωB97M-V functional and the def2-TZVPD basis.

Geometry as XYZ:
```
141
Properties=species:S:1:pos:R:3
Ru 0.5312 0.4836 0.0043
Ge -2.1317 -1.5760 5.9445
S -2.8596 -2.6436 -1.0891
S -0.0022 2.4848 1.4228
S 2.1470 2.1720 -1.0466
S 0.7492 5.3916 1.4905
S 2.7539 5.0972 -0.6076
P 2.3073 -0.3486 1.2110
Si -1.6434 2.3319 -2.1534
O -0.2322 -0.1209 2.4344
O -0.9608 1.1304 -1.3860
O 2.3727 7.3358 0.7397
O -2.3891 0.2289 2.9556
N -0.3551 -2.5280 -0.7422
N -0.8491 -1.4141 -0.0997
N -2.9160 -0.3902 0.4052
C -2.9961 3.2392 0.1572
C -5.3051 0.7915 -4.7048
C 4.3592 2.6848 2.9979
C 2.9483 -1.7135 -3.6675
C -4.1333 -3.1170 7.4205
C -1.8290 0.3259 5.6739
C 3.4938 -0.8564 -0.0805
C -1.2403 -3.2541 -1.3060
C 1.8223 3.6597 -0.1930
C -4.1144 -2.9117 2.4883
C 1.5211 -0.5252 -1.5092
C 1.7367 -3.5039 7.9796
C 4.8183 -1.1202 0.0762
C -3.5622 4.1451 1.0434
C 3.3610 0.5656 2.3964
C 0.6047 -1.6000 7.0324
C 1.8767 -3.1064 1.2811
C -1.0516 -4.2460 -3.6048
C 1.1134 4.8497 -4.0615
C -0.7311 0.5809 4.6351
C -2.1606 -1.3292 -0.1700
C 1.7355 -2.1649 7.6183
C -2.9392 5.9518 -0.4121
C -4.8453 -1.1062 9.1868
C -2.3906 3.6612 -1.0320
C -0.5144 -3.7073 7.1538
C -1.1542 0.1908 3.2146
C 0.2262 3.3880 -5.7494
C 5.1428 2.0563 3.9540
C -3.9663 2.6030 -3.8476
C 0.9204 3.7941 0.7762
C -5.0423 2.1558 -4.6056
C 4.1677 -0.0612 3.3463
C -4.4806 -0.1132 -4.0480
C 4.9739 -1.8410 -2.2235
C 2.8713 -0.9748 -1.3471
C 0.2914 4.2472 -3.1170
C -0.5829 2.7822 -4.7931
C 5.5725 -1.6082 -1.0229
C -0.9453 -4.4894 -2.0953
C 1.7886 -2.0568 3.4334
C -2.6412 -2.6040 4.3791
C -2.3768 5.0347 -1.2978
C -0.5718 3.1968 -3.4566
C -1.9075 -3.7133 3.9620
C -3.4053 0.3491 -3.2923
C -3.3654 -4.0101 2.0736
C 1.6447 -1.3294 -3.8047
C -3.5319 5.5071 0.7614
C -3.9335 -0.8547 8.1645
C 3.4716 1.9443 2.2258
C -5.3916 -2.3717 9.3334
C 0.6015 -4.2727 7.7600
C 1.5934 -3.2934 4.0348
C 5.0442 0.6822 4.1283
C 1.0805 4.4213 -5.3838
C 3.6061 -1.5263 -2.4284
C 2.0344 6.1813 0.5836
C 1.6504 -4.3430 1.8785
C 1.5301 -4.4428 3.2560
C -2.2681 -4.4166 2.8152
C -3.5596 -1.8546 7.2678
C -5.0369 -3.3788 8.4459
C -3.1277 1.7086 -3.1706
C -0.5286 -2.3666 6.7626
C 1.9670 -1.9520 2.0541
C 0.9389 -0.7176 -2.7376
C -3.7571 -2.2170 3.6331
H -1.6393 -5.2803 -1.7993
H -6.1458 0.4378 -5.2913
H 3.4938 -2.1530 -4.4981
H -3.6331 -4.5353 1.1650
H 5.8324 2.6323 4.5614
H -1.3939 -4.3222 6.9869
H -4.3367 -1.3536 3.9385
H 1.7923 -1.1613 4.0418
H -0.4785 1.6432 4.5724
H -1.6808 -5.2711 2.4991
H -4.0125 3.7880 1.9633
H 1.3701 -5.4089 3.7234
H -6.0952 -2.5733 10.1326
H 5.2971 -0.9560 1.0353
H -3.9597 6.2195 1.4583
H 1.9625 -3.0353 0.2051
H -3.7705 3.6705 -3.7815
H 0.1858 0.0384 4.8600
H -5.6790 2.8666 -5.1211
H 1.4879 -3.3567 5.1122
H 5.5453 -2.2548 -3.0487
H -4.9711 -2.5925 1.9054
H 0.5873 -5.3154 8.0558
H 0.3253 4.5971 -2.0880
H 1.5741 -5.2298 1.2588
H -2.9023 7.0131 -0.6333
H 0.0666 -4.8040 -1.8368
H -2.7558 0.7819 5.3217
H -5.4645 -4.3689 8.5532
H 4.4400 3.7535 2.8386
H 6.6309 -1.8108 -0.9004
H 2.8669 2.4326 1.4764
H 4.1200 -1.1346 3.4781
H -5.1257 -0.3141 9.8708
H -4.6745 -1.1789 -4.1235
H -1.0342 -4.0256 4.5247
H 5.6585 0.1829 4.8693
H -1.5816 0.7742 6.6425
H 1.7169 4.8900 -6.1264
H -3.9113 -0.4805 0.3004
H -1.9137 5.4001 -2.2089
H -2.7583 -0.3546 -2.7848
H 1.7906 5.6399 -3.7563
H -0.8800 -5.1731 -4.1580
H -2.5967 -0.0225 1.3332
H 2.6165 -1.5561 7.7824
H -3.5122 0.1401 8.0591
H -0.3086 -3.5110 -3.9169
H -2.0416 -3.8668 -3.8696
H 1.1438 -1.4673 -4.7590
H 0.1980 3.0480 -6.7792
H -3.8794 -3.9040 6.7162
H -1.2392 1.9712 -5.0949
H -3.0028 2.1819 0.3934
H 2.6146 -3.9432 8.4384
H 0.6160 -0.5451 6.7857
H -0.0806 -0.3846 -2.8927
```

Its strongest force on any atom is 1.89 eV Å⁻¹. The LUMO energy (alpha / beta) is 0.13221 / 0.13221 Ha. The expectation value of S² is 0.759. As for the spin multiplicity: 2. Its orbital gap (alpha / beta) is 4.986 / 4.942 eV. Its charge is -2. Its HOMO energy (alpha / beta) is -1.4 / -1.3 eV.